Record 1
Formula: C2H10N2S2
Source: the OMol25 dataset
Level of theory: the ωB97M-V functional and the def2-TZVPD basis

XYZ file:
```
16
C2H10N2S2, DFT the ωB97M-V functional and the def2-TZVPD basis
C 0.8040 -2.1592 1.5602
S 0.4453 -2.1919 -0.2840
S -1.6818 -1.8985 -0.2504
H 1.7019 -2.8348 1.6179
H 0.9095 -1.1205 1.9122
H -0.0453 -2.7268 2.1835
H -1.6305 -2.1666 1.0827
N -1.1411 0.9544 -0.4940
C 0.0339 1.3931 -1.4106
N 0.7398 2.5599 -0.8913
H -1.8510 1.6512 -0.2422
H -0.6558 0.8791 0.4630
H -0.5058 1.6689 -2.3591
H 0.5915 0.4402 -1.6112
H 1.6929 2.6833 -1.3142
H 0.5927 2.8681 0.0375
```

The SMILES is CSS.NCN. Its highest occupied orbital energy is -7.770 eV. As for the spin multiplicity: 1.

Results of the Löwdin charge analysis, in e, for atoms 1 through 5: C -0.472; S 0.341; S 0.315; H 0.027; H 0.020

---

Record 2
Formula: C2H10N3
Source: the OMol25 dataset
Level of theory: the ωB97M-V functional and the def2-TZVPD basis

XYZ file:
```
15
C2H10N3, DFT the ωB97M-V functional and the def2-TZVPD basis
C -0.1097 0.7614 1.1843
N -1.4492 1.0859 0.8676
H 0.4785 1.4832 0.5150
H 0.3608 0.8084 2.1560
H -1.7968 1.7586 1.5268
H -2.0512 0.2302 1.0438
N 0.0848 -0.6756 0.4351
C 0.0500 -0.5997 -1.0583
N 1.4052 -0.6690 -1.4698
H -0.5362 -1.4170 0.8105
H 1.1355 -0.7723 0.6452
H -0.6872 -1.1644 -1.6195
H -0.4443 0.3859 -1.3233
H 1.8032 0.2517 -1.7503
H 1.7567 -1.4673 -1.9632
```

Its highest occupied orbital energy (alpha / beta) is -2.281 / -9.465 eV. As for the spin multiplicity: 2.

Results of the Löwdin charge analysis, in e, for atoms 1 through 5: C -0.345; N -0.077; H 0.084; H 0.043; H 0.042

---

Record 3
Formula: C2H10N3
Source: the OMol25 dataset
Level of theory: the ωB97M-V functional and the def2-TZVPD basis

XYZ file:
```
15
C2H10N3, DFT the ωB97M-V functional and the def2-TZVPD basis
C -2.0353 0.1067 -0.6181
N -0.7233 0.7096 -0.9914
H -1.8435 -0.8399 -0.1272
H -2.5426 0.7799 0.0643
H -2.6264 -0.0365 -1.5096
H -0.2455 0.1602 -1.7028
H -0.0643 0.7898 -0.1668
H -0.8381 1.6478 -1.3838
N 1.3077 0.5889 0.9955
C 1.4457 -0.8099 1.0251
N 1.8420 -1.4007 -0.0134
H 2.0632 0.9943 0.4408
H 1.2763 1.0167 1.9108
H 1.1175 -1.2983 1.9442
H 1.8666 -2.4088 0.1324
```

Its total charge is +1. Its highest occupied orbital energy is -14.236 eV. As for the spin multiplicity: 1.

Results of the Löwdin charge analysis, in e, for atoms 1 through 5: C -0.012; N 0.119; H 0.098; H 0.103; H 0.099